A 2-piece molecular cluster, C4H12NO3 overall. Source: OMol25; level of theory: the ωB97M-V functional and the def2-TZVPD basis.

Computed properties:
Energy relative to the best compared isomer or geometry (same formula, charge and spin), kJ/mol: 317.1
2S+1: 2
Total energy, Ha: -439.87038
Net charge: 0
⟨S²⟩: 0.752
HOMO energy (alpha / beta), eV: -3.2909 / -7.8985
Orbital gap (alpha / beta), eV: 3.386 / 7.874

Last column: Löwdin charge in e.
Atoms and positions in Å:
O: -1.0464 2.8322 0.8847  -0.11
C: -1.3841 2.1371 0.0072  -0.42
C: -0.4337 0.8647 -0.1729  -0.20
C: -1.4518 -0.2907 -0.6978  -0.15
C: -0.9877 -1.7146 -0.7215  -0.21
O: 0.0347 -1.7778 0.3251  -0.11
N: 0.2412 0.6426 1.2148  0.17
H: -2.0873 2.4640 -0.7062  0.07
H: 0.1878 1.0147 -0.9281  0.07
H: -1.8324 -0.0567 -1.7261  0.13
H: -2.3458 -0.1416 -0.1447  0.08
H: -0.5078 -2.2538 -1.6074  0.14
H: -1.6704 -2.3923 -0.2458  0.10
H: 0.8400 -1.7047 -0.0791  0.01
H: 0.3075 1.5438 1.9251  0.21
H: -0.2717 0.0408 1.7557  0.08
H: 1.2133 0.3272 1.0705  0.12
H: 3.7694 -1.1471 -0.5722  0.03
H: 4.0653 0.1212 0.4065  0.09
O: 3.3601 -0.5091 0.0122  -0.10

---

C7H12N3 as an isolated structure. Source: OMol25; level of theory: the ωB97M-V functional and the def2-TZVPD basis.

Computed properties:
Energy relative to the best compared isomer or geometry (same formula, charge and spin), kJ/mol: 523.1
Total energy, Ha: -437.79908
Net charge: +1
HOMO energy, eV: -12.0122
Orbital gap, eV: 9.169

Last column: Löwdin charge in e.
Atoms and positions in Å:
C: -0.7259 3.8972 0.6550  0.15
C: 0.4435 3.4383 1.2471  -0.21
C: -0.5490 2.5158 0.6812  -0.20
C: 0.8045 -2.5220 -2.4072  0.08
C: -0.2692 -2.1437 -1.7472  -0.12
C: -0.3778 -1.7685 -0.3239  -0.38
C: 0.5040 -0.9614 0.4247  -0.07
N: -0.8461 1.2746 0.3020  0.11
N: 1.7059 3.5466 1.6264  0.16
N: -1.4952 -2.2091 0.2357  0.13
H: -1.5302 4.6396 0.6513  0.12
H: 1.8076 -2.3766 -1.9821  0.09
H: 0.7511 -2.8316 -3.4358  0.07
H: -1.1157 -1.9001 -2.2979  0.09
H: 1.3995 -0.6634 -0.1296  0.09
H: 0.5950 -1.1438 1.4500  0.07
H: -0.1709 0.2277 0.5361  0.05
H: 1.7711 4.3855 2.2343  0.15
H: 1.9706 2.5508 1.8835  0.16
H: -2.2367 -2.8022 -0.3104  0.18
H: -1.8013 1.0693 0.1710  0.08
H: -1.6276 -1.9937 1.3004  0.18

---

C34H43AsCoO3PS as an isolated structure. Source: OMol25; level of theory: the ωB97M-V functional and the def2-TZVPD basis.

Computed properties:
Energy relative to the best compared isomer or geometry (same formula, charge and spin), kJ/mol: 0.0
2S+1: 2
Total energy, Ha: -5905.06984
Net charge: +1
⟨S²⟩: 0.835
HOMO energy (alpha / beta), eV: -10.4726 / -10.6474
Orbital gap (alpha / beta), eV: 6.738 / 8.239

Last column: Löwdin charge in e.
Atoms and positions in Å:
Co: -0.7373 -0.2795 -0.8928  0.01
C: -0.5154 3.7414 -4.1454  -0.05
C: 0.0547 2.7885 -3.0855  -0.38
C: 0.9009 1.7151 -3.7616  -0.06
C: -1.0939 2.2607 -2.2511  -0.21
C: -1.7313 1.0464 -2.5658  -0.16
C: -2.9032 0.6608 -1.9052  -0.08
C: -3.5452 1.5299 -1.0155  -0.28
C: -4.8560 1.1405 -0.3987  -0.02
C: -2.9196 2.7314 -0.7272  -0.04
C: -1.6938 3.0671 -1.2929  -0.01
H: 0.2888 4.1615 -4.7520  0.09
H: -1.0696 4.5649 -3.6928  0.08
H: -1.1936 3.2052 -4.8140  0.09
H: 0.6899 3.3787 -2.4169  0.12
H: 0.3447 1.2187 -4.5613  0.09
H: 1.2431 0.9447 -3.0714  0.05
H: 1.7781 2.1743 -4.2196  0.09
H: -1.3885 0.4850 -3.4214  0.06
H: -3.3858 -0.2694 -2.1885  0.12
H: -4.7151 0.3596 0.3526  0.07
H: -5.5393 0.7444 -1.1508  0.09
H: -5.3375 1.9947 0.0772  0.09
H: -3.3865 3.4186 -0.0321  0.11
H: -1.2328 4.0164 -1.0387  0.13
S: -0.6355 -1.7388 -2.5277  0.76
C: 0.6792 -2.8828 -2.3120  -0.65
C: 0.8319 -3.9570 -3.1911  -0.10
C: 1.8521 -4.8692 -2.9881  -0.06
C: 2.7381 -4.7348 -1.9204  -0.07
C: 2.6072 -3.6632 -1.0542  -0.09
C: 1.5868 -2.7407 -1.2680  -0.40
As: 1.3142 -1.1700 -0.2182  1.32
C: 1.9946 -1.7197 1.4962  -0.38
C: 3.1755 -1.1798 1.9932  -0.10
C: 3.6731 -1.6195 3.2130  -0.07
C: 2.9914 -2.5912 3.9321  -0.06
C: 1.8177 -3.1373 3.4270  -0.06
C: 1.3219 -2.7066 2.2061  -0.11
C: 2.5463 0.1656 -0.8702  -0.37
C: 3.6540 -0.2003 -1.6285  -0.08
C: 4.5063 0.7788 -2.1182  -0.06
C: 4.2599 2.1184 -1.8455  -0.06
C: 3.1567 2.4827 -1.0873  -0.08
C: 2.2953 1.5076 -0.6040  -0.13
H: 0.1454 -4.0750 -4.0201  0.11
H: 1.9577 -5.7037 -3.6698  0.11
H: 3.5253 -5.4613 -1.7716  0.11
H: 3.2868 -3.5458 -0.2186  0.11
H: 3.7089 -0.4182 1.4371  0.11
H: 4.5941 -1.2017 3.5986  0.11
H: 3.3787 -2.9318 4.8839  0.11
H: 1.2921 -3.9040 3.9822  0.11
H: 0.4119 -3.1481 1.8156  0.09
H: 3.8442 -1.2417 -1.8547  0.10
H: 5.3635 0.4944 -2.7146  0.11
H: 4.9281 2.8795 -2.2281  0.11
H: 2.9585 3.5269 -0.8784  0.11
H: 1.4182 1.8101 -0.0428  0.09
C: 0.0335 1.8617 3.6693  -0.05
C: 0.4682 0.6647 2.8585  -0.25
O: -0.6224 -0.2142 2.4919  -0.27
P: -1.5667 0.0525 1.2254  0.72
O: -2.6398 -1.1099 1.4203  -0.25
C: -2.2915 -2.5140 1.2799  -0.25
C: -2.1350 -3.1572 2.6358  -0.07
O: -2.4203 1.3268 1.6144  -0.28
C: -3.2577 1.3457 2.8087  -0.24
C: -3.7039 2.7633 3.0510  -0.05
H: 0.9258 2.4036 3.9885  0.09
H: -0.5060 1.5564 4.5661  0.09
H: -0.5863 2.5468 3.0920  0.07
H: 1.1441 0.0325 3.4275  0.11
H: 0.9915 0.9779 1.9517  0.09
H: -1.3886 -2.6022 0.6673  0.08
H: -3.1075 -2.9611 0.7166  0.13
H: -1.3161 -2.7101 3.1990  0.06
H: -1.9341 -4.2241 2.5105  0.09
H: -3.0519 -3.0532 3.2158  0.09
H: -2.6837 0.9454 3.6432  0.11
H: -4.1046 0.6853 2.6287  0.11
H: -2.8593 3.4238 3.2477  0.08
H: -4.3681 2.7916 3.9161  0.09
H: -4.2556 3.1468 2.1926  0.07

---

C42H39AuO4P2 as an isolated structure. Source: OMol25; level of theory: the ωB97M-V functional and the def2-TZVPD basis.

Computed properties:
Energy relative to the best compared isomer or geometry (same formula, charge and spin), kJ/mol: 0.0
2S+1: 3
Total energy, Ha: -2742.66516
Net charge: +2
⟨S²⟩: 2.007
HOMO energy (alpha / beta), eV: -12.5634 / -12.5899
Orbital gap (alpha / beta), eV: 7.788 / 4.288

Last column: Löwdin charge in e.
Atoms and positions in Å:
Au: -0.0371 -0.0429 0.4142  1.03
C: -5.5993 -3.6974 -1.3070  -0.04
O: -6.0643 -2.5978 -0.5221  -0.03
C: -5.1685 -1.7588 -0.0094  -0.26
C: -5.7076 -0.6846 0.7438  0.02
C: -4.8711 0.2334 1.2697  -0.01
C: -3.4476 0.1724 1.1099  -0.10
C: -2.6369 1.2194 1.5966  -0.34
C: -3.1655 2.3180 2.4814  0.01
O: -1.3956 1.3792 1.3486  -0.16
C: -2.9178 -0.9597 0.4036  -0.31
O: -1.6505 -1.2549 0.2822  -0.20
C: -3.8052 -1.8815 -0.1709  0.06
H: -6.4835 -4.2615 -1.5802  0.10
H: -4.9248 -4.3296 -0.7290  0.10
H: -5.0955 -3.3398 -2.2058  0.10
H: -6.7798 -0.6206 0.8658  0.13
H: -5.3171 1.0532 1.8104  0.11
H: -4.2220 2.2632 2.7050  0.07
H: -2.9480 3.2786 2.0124  0.09
H: -2.6091 2.2762 3.4191  0.10
H: -3.3600 -2.6994 -0.7171  0.12
C: 1.5548 -3.1283 0.6878  0.00
C: 1.7354 -2.5192 -0.6715  -0.34
O: 1.2464 -1.4185 -0.9501  -0.08
C: 2.4946 -3.2393 -1.7057  -0.16
C: 3.1987 -4.4066 -1.4089  -0.02
C: 3.8596 -5.0911 -2.4140  -0.05
C: 3.8177 -4.6164 -3.7185  -0.04
C: 3.1335 -3.4429 -4.0187  -0.05
C: 2.4751 -2.7561 -3.0171  -0.01
H: 0.8819 -2.5190 1.2879  0.06
H: 2.5206 -3.2058 1.1919  0.10
H: 1.1435 -4.1345 0.6041  0.11
H: 3.2449 -4.7837 -0.3952  0.11
H: 4.4025 -5.9980 -2.1847  0.12
H: 4.3156 -5.1663 -4.5063  0.12
H: 3.1104 -3.0744 -5.0357  0.11
H: 1.9217 -1.8517 -3.2343  0.11
C: 1.2813 2.9431 1.2565  -0.43
P: 1.7689 1.3975 0.3772  0.91
C: 3.3897 1.0279 1.0706  -0.37
C: 3.4783 0.1476 2.1465  -0.09
C: 4.7001 -0.0592 2.7721  -0.05
C: 5.8299 0.6109 2.3247  -0.04
C: 5.7473 1.4841 1.2464  -0.05
C: 4.5304 1.6947 0.6143  -0.11
C: 2.0063 1.8702 -1.3480  -0.39
C: 1.2088 2.8665 -1.9163  -0.10
C: 1.3066 3.1443 -3.2727  -0.05
C: 2.1747 2.4108 -4.0671  -0.05
C: 2.9496 1.3992 -3.5100  -0.05
C: 2.8674 1.1240 -2.1549  -0.10
P: 2.3490 4.3472 0.8562  1.21
C: 3.2365 4.8570 2.3281  -0.36
C: 2.4987 5.0599 3.4962  -0.08
C: 3.1571 5.5029 4.6304  -0.05
C: 4.5304 5.7262 4.6034  -0.04
C: 5.2549 5.5201 3.4376  -0.05
C: 4.6089 5.0839 2.2909  -0.08
C: 1.3535 5.6663 0.1850  -0.37
C: 0.0498 5.8715 0.6481  -0.08
C: -0.6827 6.9301 0.1400  -0.04
C: -0.1388 7.7564 -0.8388  -0.03
C: 1.1533 7.5447 -1.3017  -0.05
C: 1.9047 6.4997 -0.7913  -0.07
H: 1.3701 2.7175 2.3208  0.08
H: 0.2387 3.1634 1.0178  0.04
H: 2.5918 -0.3707 2.4960  0.10
H: 4.7705 -0.7450 3.6061  0.12
H: 6.7812 0.4495 2.8144  0.12
H: 6.6342 1.9910 0.8884  0.12
H: 4.4764 2.3523 -0.2466  0.10
H: 0.4952 3.4152 -1.3120  0.10
H: 0.6961 3.9232 -3.7101  0.12
H: 2.2392 2.6173 -5.1273  0.12
H: 3.6152 0.8205 -4.1367  0.12
H: 3.4697 0.3327 -1.7252  0.11
H: 1.4268 4.8971 3.5264  0.11
H: 2.5933 5.6753 5.5373  0.12
H: 5.0352 6.0644 5.4982  0.12
H: 6.3215 5.6990 3.4186  0.12
H: 5.1716 4.9251 1.3789  0.11
H: -0.3865 5.2411 1.4144  0.10
H: -1.6830 7.1104 0.5103  0.12
H: -0.7281 8.5697 -1.2411  0.12
H: 1.5747 8.1907 -2.0600  0.12
H: 2.9130 6.3324 -1.1516  0.11

---

C8H4F5IrN2O3Se3Te2 as an isolated structure. Source: OMol25; level of theory: the ωB97M-V functional and the def2-TZVPD basis.

Computed properties:
Energy relative to the best compared isomer or geometry (same formula, charge and spin), kJ/mol: 363.7
2S+1: 2
Total energy, Ha: -8986.07283
Net charge: +1
⟨S²⟩: 0.758
HOMO energy (alpha / beta), eV: -11.7510 / -11.7778
Orbital gap (alpha / beta), eV: 6.425 / 5.408

Last column: Löwdin charge in e.
Atoms and positions in Å:
Ir: 0.1420 0.3302 -0.2912  0.81
Se: -0.2523 2.0545 1.6054  0.00
Te: -1.0648 0.6955 3.4905  0.48
Te: -2.3257 -1.2813 2.2199  0.49
Se: -2.2266 -0.4545 -0.1104  0.01
N: 2.2735 0.6664 -0.1485  -0.07
C: 2.8807 -0.4457 0.6284  -0.10
C: 1.8534 -1.0864 1.5492  -0.62
O: 2.1463 -1.6912 2.5356  0.14
O: 0.5990 -0.9610 1.1152  -0.52
H: 2.7186 0.7285 -1.0616  0.08
H: 2.4196 1.5487 0.3359  0.09
H: 3.7353 -0.1024 1.2059  0.15
H: 3.2105 -1.2183 -0.0659  0.12
O: -0.6928 2.2472 -2.2645  0.23
N: -0.3699 1.4973 -1.5059  -0.33
F: 4.8247 -1.9131 -4.5344  0.10
C: 4.2851 -1.1138 -3.5736  -0.36
C: 3.5537 0.0937 -4.0989  -0.15
F: 4.1645 1.0101 -4.8268  0.16
C: 2.3362 0.1277 -3.5613  -0.23
F: 1.4330 1.0987 -3.6716  0.09
C: 2.0781 -1.0689 -2.7229  -0.51
Se: 0.4171 -1.5358 -1.9427  0.79
C: 3.1931 -1.7986 -2.7731  -0.27
F: 3.4127 -2.9831 -2.2430  0.14
C: 5.4118 -0.7987 -2.5635  0.21
F: 5.0635 0.2967 -1.9318  0.06

---

C5H10NO2P as an isolated structure. Source: OMol25; level of theory: the ωB97M-V functional and the def2-TZVPD basis.

Computed properties:
Energy relative to the best compared isomer or geometry (same formula, charge and spin), kJ/mol: 245.3
Total energy, Ha: -743.02511
Net charge: 0
HOMO energy, eV: -8.6692
Orbital gap, eV: 8.266

Last column: Löwdin charge in e.
Atoms and positions in Å:
C: 1.0771 0.1588 -1.8400  -0.49
C: -0.3233 0.3649 -1.4437  -0.19
C: 1.4817 -1.1647 -2.3585  -0.01
C: -0.1324 -1.1546 1.6800  -0.14
C: -0.5223 1.8253 2.2452  -0.20
N: -1.4165 0.2113 -1.9927  0.14
O: 1.8227 1.1034 -1.8439  0.09
O: -2.3556 0.2996 0.7067  -0.42
P: -0.9282 0.5033 0.9370  0.76
H: 2.5678 -1.3294 -2.3069  0.10
H: 1.2322 -1.2524 -3.4296  0.12
H: 1.0741 -1.8301 -1.6985  0.04
H: 0.2998 -1.0329 2.5986  -0.01
H: -0.9679 -1.8258 1.6301  0.03
H: 0.5826 -1.4172 0.8858  0.02
H: -0.5512 1.3085 3.1842  0.01
H: 0.4332 2.4228 2.1139  0.06
H: -1.2900 2.6682 2.1426  0.06
H: -2.0837 0.1410 -1.2103  0.03